DFT (ωB97M-V/def2-TZVPD) results for a molecular structure, C4H4S2.

Element x y z (Å)
C -0.189 0.518 0.268
C -0.842 0.176 -1.003
C -0.315 -0.951 -1.794
C 0.628 -1.647 -1.088
H -0.779 1.139 -1.504
H -1.866 0.224 -0.716
H -0.998 -1.321 -2.683
H 1.262 -2.516 -1.496
S -0.346 1.673 1.243
S 0.765 -0.805 0.513

The orbital gap comes out at 8.68 eV. As for the molar mass: 116.21 g mol⁻¹. As for the charge: 0.

=====

DFT (ωB97M-V/def2-TZVPD) results for C4H4S2 in the gas phase.

Element x y z (Å)
C -0.282 -1.961 0.482
C -0.258 -1.008 -0.229
C -0.372 0.356 -1.041
S 1.457 1.087 -1.063
C -0.982 1.334 -0.130
S -1.892 2.613 -0.710
H -0.363 -2.875 1.031
H -0.725 0.147 -2.022
H 2.005 0.662 0.227
H -0.492 1.119 0.857

As for the structure (SMILES): C#C[C@H](S)C=S. The orbital gap comes out at 8.23 eV. As for the molar mass: 116.21 g mol⁻¹. As for the charge: 0.

=====

DFT (ωB97M-V/def2-TZVPD) results for C4H4S2 in the gas phase.

Element x y z (Å)
C 0.711 0.023 1.985
C 2.062 -0.407 1.873
C -0.068 0.323 0.679
C 0.584 -0.407 -0.425
S 0.040 -0.317 3.468
S 2.161 -1.045 0.298
H -0.944 -0.129 0.955
H -0.111 1.407 0.596
H 0.047 -1.231 -0.823
H 0.914 0.110 -1.237

The orbital gap comes out at 7.30 eV. As for the molar mass: 116.21 g mol⁻¹. As for the charge: 0.

=====

DFT (ωB97M-V/def2-TZVPD) results for 2 unconnected molecules or ions with the total composition C4H4S2.

Element x y z (Å)
S 1.645 -1.182 -2.786
C 1.305 -1.667 -1.270
C 1.206 -0.804 -0.142
S 0.403 -1.316 1.143
H 0.957 -2.647 -1.082
H 1.564 0.146 -0.441
C -2.146 1.597 0.770
C -1.311 1.984 1.518
H -2.674 1.243 -0.043
H -0.950 2.645 2.332

As for the structure (SMILES): S=CC=S.C#C. The orbital gap comes out at 7.24 eV. As for the molar mass: 116.21 g mol⁻¹. As for the charge: 0.

=====

DFT (ωB97M-V/def2-TZVPD) results for a molecular structure, C4H5AlO2.

Element x y z (Å)
H -0.920 2.765 -1.387
O -0.638 1.861 -1.553
C 0.262 1.471 -0.535
C 0.551 0.037 -0.653
C 1.052 -1.060 -0.860
H -0.160 1.663 0.466
H 1.214 2.026 -0.608
H 1.616 -1.934 -1.137
C -0.851 -1.478 1.123
O 0.128 -1.847 1.843
Al -1.172 -1.408 3.085
H -1.081 -2.096 0.217

The spin multiplicity is 2. As for the expectation value of S²: 0.76. The orbital gap (spin up / spin down) comes out at 7.81 / 5.57 eV. As for the molar mass: 112.06 g mol⁻¹. As for the charge: +1.

=====

DFT (ωB97M-V/def2-TZVPD) results for C4H5BN2 in the gas phase.

Element x y z (Å)
B -0.764 -0.916 1.228
C 0.147 -1.162 -1.368
C 0.274 2.191 0.217
C 1.729 0.486 -0.893
C -0.605 -0.971 -0.236
N 1.344 -0.500 -1.637
N 0.844 1.187 -0.156
H -1.065 0.012 2.054
H -0.492 -1.929 1.586
H -0.155 -1.879 -2.108
H -0.336 2.509 1.045
H 2.785 0.808 -1.130

The orbital gap (spin up / spin down) comes out at 6.73 / 7.34 eV. As for the molar mass: 91.91 g mol⁻¹. As for the charge: 0.

=====

DFT (ωB97M-V/def2-TZVPD) results for 2 unconnected molecules or ions with the total composition C4H5BO2.

Element x y z (Å)
C 0.314 0.433 -0.363
C -0.334 -0.899 -0.534
C -1.887 -0.245 -0.264
C -0.865 0.369 0.550
H 1.366 0.742 -0.248
H -2.821 -0.531 0.376
H -2.201 0.287 -1.158
H -0.918 0.485 1.724
O 2.175 -1.307 0.532
B 3.047 -0.763 -0.006
O 3.670 0.468 -0.116
H 2.953 1.084 0.220

As for the structure (SMILES): C1=C2C[C@H]12.O=BO. The orbital gap (spin up / spin down) comes out at 8.14 / 8.14 eV. As for the molar mass: 95.89 g mol⁻¹. As for the charge: 0.

=====

DFT (ωB97M-V/def2-TZVPD) results for C4H5BO2S in the gas phase.

Element x y z (Å)
O -1.198 -2.174 1.256
B -0.084 -1.661 0.524
O 0.921 -2.399 -0.224
C -0.112 -0.239 -0.029
C 0.549 0.808 0.507
C 0.447 1.980 -0.238
C -0.214 1.849 -1.373
S -1.015 0.271 -1.473
H -1.862 -1.567 1.657
H 0.987 -3.321 -0.111
H 1.094 0.807 1.387
H 0.782 2.896 0.124
H -0.294 2.749 -2.006

As for the structure (SMILES): OB(O)c1cccs1. The orbital gap comes out at 9.32 eV. As for the molar mass: 127.96 g mol⁻¹. As for the charge: 0.

=====

DFT (ωB97M-V/def2-TZVPD) results for C4H5BO3 in the gas phase.

Element x y z (Å)
O 0.576 -0.480 -2.413
B 0.281 0.537 -1.570
O 0.560 1.881 -2.016
C -0.200 0.110 -0.094
C -0.177 0.808 1.113
C -0.406 -0.153 2.080
C -0.529 -1.373 1.443
O -0.529 -1.212 0.094
H 0.395 -1.375 -2.054
H 1.113 1.812 -2.802
H -0.111 1.882 1.187
H -0.380 -0.081 3.166
H -0.592 -2.356 1.866

As for the structure (SMILES): OB(O)c1ccco1. The orbital gap comes out at 9.39 eV. As for the molar mass: 111.89 g mol⁻¹. As for the charge: 0.

=====

DFT (ωB97M-V/def2-TZVPD) results for a molecular structure, C4H5BaO2.

Element x y z (Å)
H 1.788 2.449 3.681
O 0.884 2.139 3.625
Ba -0.971 3.490 3.161
O -0.909 -0.895 -3.615
C -0.604 -0.502 -2.518
C -0.703 -1.373 -1.278
C 0.238 -1.009 -0.221
C 1.052 -0.716 0.629
H -0.261 0.544 -2.354
H -0.594 -2.429 -1.565
H -1.730 -1.248 -0.894
H 1.811 -0.449 1.349

The spin multiplicity is 2. As for the expectation value of S²: 0.75. The orbital gap (spin up / spin down) comes out at 4.59 / 9.66 eV. As for the molar mass: 222.41 g mol⁻¹. As for the charge: 0.

=====

DFT (ωB97M-V/def2-TZVPD) results for 2 unconnected molecules or ions with the total composition C4H5Br.

Element x y z (Å)
C -1.469 1.207 0.432
C 0.714 -1.766 -0.164
C -0.477 1.145 -0.428
C 1.124 -0.514 -0.231
Br 2.819 0.142 0.106
H -2.192 2.021 0.401
H -1.705 0.563 1.262
H 1.566 -2.444 0.193
H -0.267 -2.162 -0.237
H -0.114 1.808 -1.334

The orbital gap comes out at 9.44 eV. As for the molar mass: 132.99 g mol⁻¹. As for the charge: 0.

=====

DFT (ωB97M-V/def2-TZVPD) results for 2 unconnected molecules or ions with the total composition C4H5Br.

Element x y z (Å)
C 0.236 1.948 -0.177
C -0.350 0.924 0.051
C -1.058 -0.284 0.369
C -1.156 -1.468 -0.261
H 0.714 2.862 -0.364
H -1.599 -0.187 1.307
H -0.653 -1.675 -1.190
H -1.753 -2.251 0.162
Br 3.431 -0.261 0.013
H 2.188 0.394 0.091

As for the structure (SMILES): C#CC=C.Br. The orbital gap comes out at 10.33 eV. As for the molar mass: 132.99 g mol⁻¹. As for the charge: 0.

=====

DFT (ωB97M-V/def2-TZVPD) results for C4H5Br in the gas phase.

Element x y z (Å)
C -0.556 -0.246 -1.064
C 0.355 -1.022 -0.355
C -0.484 0.963 -0.093
C 0.727 0.088 0.523
Br 0.535 -0.687 2.418
H -1.264 -0.623 -1.827
H 0.538 -2.017 -0.248
H -0.295 1.985 -0.376
H -1.297 0.937 0.493
H 1.741 0.622 0.530

The spin multiplicity is 3. As for the expectation value of S²: 2.01. The orbital gap (spin up / spin down) comes out at 6.93 / 7.69 eV. As for the molar mass: 132.99 g mol⁻¹. As for the charge: 0.

=====

DFT (ωB97M-V/def2-TZVPD) results for 2 unconnected molecules or ions with the total composition C4H5Br2N.

Element x y z (Å)
C -0.544 -1.189 -0.278
C -0.325 -0.013 0.627
C -0.932 1.164 0.544
Br -1.995 1.529 -1.065
C -0.735 2.328 1.367
N -0.575 3.318 1.928
H -1.702 -1.341 -0.486
H -0.211 -2.082 0.085
H -0.132 -1.039 -1.317
H 0.212 -0.065 1.475
Br 3.047 -0.835 -1.163
H 3.892 -1.773 -1.717

As for the structure (SMILES): C/C=C(\Br)C#N.Br. The orbital gap comes out at 10.20 eV. As for the molar mass: 226.90 g mol⁻¹. As for the charge: 0.

=====

DFT (ωB97M-V/def2-TZVPD) results for a molecular structure, C4H5BrN2.

Element x y z (Å)
C -0.944 2.006 0.008
C 0.488 1.892 -0.013
C -1.537 0.813 0.010
C 0.110 -1.619 -0.005
N 0.938 0.674 -0.038
N 0.022 -0.211 -0.065
Br -3.126 -0.087 -0.004
H -1.420 2.967 0.022
H 1.169 2.719 -0.011
H -0.834 -2.035 -0.361
H 0.918 -1.970 -0.656
H 0.296 -1.974 1.014

The orbital gap comes out at 8.84 eV. As for the molar mass: 161.00 g mol⁻¹. As for the charge: 0.

=====

DFT (ωB97M-V/def2-TZVPD) results for a molecular structure, C4H5BrN2.

Element x y z (Å)
C 0.879 0.790 -1.604
C -1.014 -0.278 -1.141
C 1.078 0.576 0.707
C 0.280 -0.701 0.981
N 1.357 0.981 -0.488
N -0.825 -0.772 -0.021
Br -2.708 -0.880 1.508
H 0.998 1.158 -2.635
H -2.005 0.029 -1.575
H 1.255 1.335 1.453
H 0.962 -1.565 0.887
H -0.256 -0.673 1.929

The orbital gap (spin up / spin down) comes out at 6.74 / 6.28 eV. As for the molar mass: 161.00 g mol⁻¹. As for the charge: 0.

=====

DFT (ωB97M-V/def2-TZVPD) results for a molecular structure, C4H5BrN2O.

Element x y z (Å)
C 1.229 -1.322 0.202
C 0.534 -0.670 1.385
C 0.073 0.179 -1.262
C -0.836 0.615 -0.022
N 0.974 -0.878 -0.979
N -0.421 0.114 1.219
O -0.831 1.958 -0.189
Br -2.592 -0.281 -0.025
H 2.011 -2.015 0.349
H 0.672 -1.075 2.387
H -0.567 -0.067 -2.162
H 0.721 1.039 -1.522
H -0.965 2.404 0.618

The orbital gap comes out at 8.91 eV. As for the molar mass: 177.00 g mol⁻¹. As for the charge: 0.

=====

DFT (ωB97M-V/def2-TZVPD) results for C4H5BrN4O2 in the gas phase.

Element x y z (Å)
H -3.675 0.920 0.214
N -2.679 0.918 0.130
C -2.006 -0.123 -0.062
C -0.570 0.002 -0.403
N 0.032 1.193 0.004
C 1.402 1.134 0.101
O 2.062 2.140 0.363
N 2.050 -0.146 -0.121
Br 3.909 -0.027 -0.228
C 1.439 -1.379 0.157
O 1.917 -2.367 0.562
N 0.122 -1.106 0.174
H -2.353 -1.164 -0.191
H -0.605 -0.041 -1.418
H -0.542 1.951 0.433
H -0.505 -1.904 0.286

As for the structure (SMILES): [H]/N=C/C1NC(=O)N(Br)C(=O)N1. The orbital gap comes out at 10.02 eV. As for the molar mass: 221.01 g mol⁻¹. As for the charge: 0.

=====

DFT (ωB97M-V/def2-TZVPD) results for a gas-phase ion, C4H5BrNS (charge +1).

Element x y z (Å)
C 0.960 2.672 0.051
C -0.971 1.035 -0.184
C 1.370 0.922 0.067
C 0.102 -1.092 -0.149
N 0.177 0.344 -0.086
S -0.694 2.722 -0.075
Br 3.077 0.202 0.106
H 1.562 3.485 0.393
H -1.859 0.560 -0.015
H 0.023 -1.541 0.949
H -0.729 -1.294 -0.784
H 1.089 -1.395 -0.628

The orbital gap (spin up / spin down) comes out at 8.55 / 8.55 eV. As for the molar mass: 179.06 g mol⁻¹. As for the charge: +1.

=====

DFT (ωB97M-V/def2-TZVPD) results for C4H5BrO2S in the gas phase.

Element x y z (Å)
O 1.622 -1.044 0.318
C 0.790 -0.278 -0.169
C -0.520 -0.898 -0.363
C -1.798 -0.595 -0.111
O -2.745 -1.492 -0.320
Br -2.504 1.139 0.159
C 1.269 1.085 -0.705
S 2.864 1.543 -0.143
H -0.535 -2.087 -0.317
H -3.613 -1.140 -0.454
H 1.337 0.806 -1.693
H 0.477 1.710 -0.604
H 3.099 0.232 0.204

As for the structure (SMILES): O=C(/C=C(/O)Br)CS. The orbital gap comes out at 9.10 eV. As for the molar mass: 197.05 g mol⁻¹. As for the charge: 0.

=====

Relative energy (zero: lowest compared OMol25 entry of this formula, charge and spin) readings, ordered: 168.38; 328.68; 285.21; 366.99; 264.42; 465.50; 488.33; 99.49; 17.09; 0.00; 332.75; 102.22; 148.66; 51.35; 244.31; 553.11; 120.96; 102.68; 176.86; 95.83 kJ/mol
Calculated total energy readings, ordered: -25880.977; -25879.315; -25879.766; -25878.918; -14908.128; -7878.834; -8995.185; -19837.262; -11049.873; -9013.820; -74266.513; -74268.903; -74265.442; -145802.582; -77248.781; -77245.580; -79297.480; -84325.919; -86586.934; -89199.767 eV
Strongest force on any atom readings, ordered: 5.465; 5.215; 3.016; 3.464; 2.218; 3.014; 6.209; 3.700; 2.757; 1.513; 4.555; 1.453; 6.476; 4.496; 6.271; 2.882; 3.579; 3.550; 7.364; 3.338 eV/Å